Entry from the OMol25 dataset: one molecule with the formula C9H18O3S at a distorted geometry (ωB97M-V/def2-TZVPD).

Output
HOMO-LUMO gap	10.60	eV
E_tot	-26600.574	eV

```
! RIJCOSX wB97M-V def2-TZVPD def2/J DEFGRID3
* xyz 0 1
O -3.2094 -1.2707 -1.6507
O -2.0978 1.3846 -0.4819
O -0.0467 1.8622 -1.5328
C -3.0399 -0.2613 -2.3515
C -4.3521 0.4027 -3.0039
C 3.5952 0.7957 1.5094
C 2.6399 0.6141 2.6878
C 2.0006 -0.7338 2.7818
C 1.3640 -1.2352 1.4651
C 0.2734 -0.3251 0.8968
C -1.6337 0.1238 -2.7654
C -0.4035 -0.6704 -0.3864
S -1.0130 0.7654 -1.2696
H -5.1379 -0.3288 -2.9193
H -4.7278 1.2535 -2.4368
H -4.3685 0.5429 -4.0528
H 4.4746 0.1942 1.6558
H 4.0404 1.7676 1.5413
H 3.1623 0.5512 0.5099
H 3.2866 0.8136 3.5248
H 1.8965 1.3801 2.7800
H 2.7153 -1.4573 3.1078
H 1.2662 -0.6708 3.6168
H 0.8248 -2.1845 1.6509
H 2.1694 -1.3301 0.6692
H -0.6170 -0.3428 1.5139
H 0.7203 0.7006 0.8221
H -1.1537 -0.7664 -3.0394
H -1.5697 0.8396 -3.5931
H 0.2080 -1.1331 -1.0946
H -1.2669 -1.2817 -0.1550
*
```

Here are the Löwdin charges for atoms 1 to 4, given in e: 0.050 -0.319 -0.331 -0.399



Entry from the OMol25 dataset: one molecule with the formula C9H18P2 at a distorted geometry (ωB97M-V/def2-TZVPD).

Output
HOMO-LUMO gap	5.88	eV
E_tot	-28196.767	eV

```
! RIJCOSX wB97M-V def2-TZVPD def2/J DEFGRID3
* xyz 0 1
C 1.2489 0.4353 1.7084
C 1.8720 -0.0715 -1.2623
C 0.2822 -0.6282 1.2879
C 0.7658 -1.1860 -1.1367
C 0.6737 1.8613 1.1395
C 1.1936 1.3800 -1.4470
C -0.2848 -0.9585 -0.0677
C 0.2581 1.9170 -0.3117
C -1.2400 -2.1608 0.0552
P -1.2951 0.7040 -0.3821
P -3.5296 0.2950 -0.2652
H 1.1321 0.5788 2.8208
H 2.3297 0.2728 1.5805
H 2.5468 0.0707 -0.3213
H 2.5129 -0.2336 -2.1650
H 0.4706 -1.7040 1.8184
H -0.6783 -0.2330 1.8012
H 0.2254 -1.2197 -2.1596
H 1.1896 -2.1429 -0.9992
H -0.2340 2.1528 1.6950
H 1.3924 2.6974 1.0111
H 1.9175 2.1504 -1.7124
H 0.5671 1.2755 -2.3621
H -1.7933 -2.1230 -0.8423
H -1.7155 -2.0084 1.0750
H -0.6640 -3.1871 0.1669
H -1.5001 0.5526 -1.7316
H -3.6734 -0.0830 1.0446
H -3.9703 1.5960 -0.0379
*
```

Here are the Löwdin charges for atoms 1 to 4, given in e: -0.207 -0.171 -0.267 -0.192